This record from the Open Molecules 2025 dataset describes a 2-piece molecular cluster, C32H39B2N3O11P2 overall in a non-equilibrium geometry. The level of theory is wB97M-V/def2-TZVPD.

Cartesian coordinates (Å):
C1 6.148542 -5.162184 -0.362511
C2 4.663823 -4.567585 -0.687246
O1 4.748944 -3.132559 -0.381932
B1 3.405063 -2.624799 -0.418268
O2 2.830875 -1.824667 -1.458078
C3 2.381196 -3.020280 0.811694
C4 2.856240 -2.809611 2.284902
C5 4.273910 -2.222587 2.715470
B2 4.154043 -0.584329 2.570377
O3 5.249868 0.194135 1.978695
O4 2.975648 0.158425 2.966297
C6 1.869199 -3.187867 3.421877
C7 0.431159 -3.734414 3.174411
C8 -0.013775 -3.910337 1.707707
C9 0.950802 -3.561889 0.510981
C10 0.328579 -3.777575 -0.973672
O5 0.954323 -4.295591 -1.926153
C11 -1.230360 -3.315293 -1.121953
C12 -1.694019 -2.550430 -2.392554
C13 -3.221961 -2.106484 -2.434535
P1 -3.780005 -1.144301 -3.984581
N1 -2.321390 -0.492894 -4.799520
O6 -4.669477 0.270793 -3.571797
C14 -4.164281 -2.446118 -1.222210
C15 -5.662762 -1.920123 -1.338633
O7 -6.662203 -2.823551 -0.798037
C16 -7.533733 -1.969054 0.024197
C17 -3.666601 -3.223753 0.045914
C18 -4.573032 -3.581203 1.306519
P2 -5.425855 -5.270485 1.219905
O8 -5.346702 -5.893347 2.634070
O9 -4.656515 -6.234706 0.048007
O10 -7.117238 -5.087206 0.916698
C19 -2.180367 -3.657461 0.084783
C20 -1.496477 -4.429779 1.328734
O11 -2.068716 -5.374554 1.906642
H1 6.082420 -5.532162 0.727124
H2 6.868819 -4.265203 -0.457041
H3 6.388129 -6.006554 -1.087478
H4 3.932582 -5.135702 -0.019231
H5 4.341255 -4.777128 -1.771671
H6 2.786352 -2.436496 -2.240061
H7 5.149560 -2.591547 2.074061
H8 4.453573 -2.397324 3.845093
H9 5.186519 -0.032341 1.015956
H10 2.758832 0.819231 2.267387
H11 2.212209 -3.032527 4.496663
H12 -0.309339 -3.996725 3.993553
H13 -0.960170 -2.335672 -3.230469
H14 -1.638708 -1.245435 -4.964854
H15 -1.865104 0.217466 -4.186279
H16 -4.544307 0.928906 -4.303569
H17 -5.710113 -0.941845 -0.720585
H18 -5.990206 -1.635846 -2.395878
H19 -7.891318 -1.037540 -0.561669
H20 -8.431926 -2.594143 0.336643
H21 -6.999150 -1.587305 0.964507
H22 -5.389279 -2.794676 1.423404
H23 -3.953223 -3.596097 2.280286
H24 -4.701153 -5.726186 -0.799267
H25 -7.241602 -5.322984 -0.041084
C21 3.004462 11.022631 0.787759
N2 2.585390 9.633344 0.497770
C22 3.497558 8.755555 0.036802
C23 3.148209 7.434979 -0.206239
C24 1.844792 6.997167 0.031148
C25 0.923224 7.942119 0.486321
C26 1.312706 9.253168 0.711509
C27 1.445257 5.587490 -0.160280
C28 0.915628 4.848435 0.898871
C29 0.496121 3.541776 0.704528
N3 0.589292 2.967306 -0.508916
C30 1.117922 3.641301 -1.549040
C31 1.554242 4.949302 -1.396389
C32 0.093910 1.589169 -0.718212
H26 3.430484 11.445124 -0.122729
H27 3.745656 10.984207 1.587367
H28 2.144691 11.610692 1.105127
H29 4.506231 9.121181 -0.121603
H30 3.913027 6.749758 -0.559899
H31 -0.111340 7.667576 0.669335
H32 0.614069 10.000385 1.070022
H33 0.825394 5.282076 1.890471
H34 0.077170 2.952643 1.512931
H35 1.172653 3.123831 -2.500352
H36 1.956418 5.468956 -2.260739
H37 0.912748 0.983621 -1.109119
H38 -0.727766 1.639479 -1.434291
H39 -0.259544 1.176224 0.226105

Atoms 1-3, force components in eV/Å:
C -1.334 0.765 0.090
C 1.442 -1.775 0.138
O -2.963 0.175 -0.914

## Properties
2S+1: 1
LUMO energy: -7.9 eV
frontier orbital gap: 3.721 eV
charge: +2